DFT (ωB97M-V/def2-TZVPD) results for a cluster of 2 separate species, C2HN2O2 in total.

Properties
energy above the lowest of the compared OMol25 structures with the same formula, charge and spin	395.60	kJ/mol
total charge	-1
2S+1	1
orbital gap (spin up / spin down)	5.154 / 5.155	eV
highest occupied orbital energy (spin up / spin down)	-1.4 / -1.4	eV
strongest force on any atom	3.26	eV Å⁻¹

Cartesian coordinates (Å):
C -1.4214 0.8403 -1.0070
C 0.5760 -0.4705 0.7073
N 2.1789 -0.3288 0.3780
N 1.6159 -0.3811 1.5423
O -2.3256 0.6242 -0.2893
O -0.6406 1.1250 -1.8375
H 0.0169 -1.4091 0.5064



DFT (ωB97M-V/def2-TZVPD) results for a structure of composition C17H13FeN5O9.

Properties
energy above the lowest of the compared OMol25 structures with the same formula, charge and spin	0.00	kJ/mol
total charge	-1
2S+1	6
<S²>	8.758
orbital gap (spin up / spin down)	7.475 / 6.752	eV
highest occupied orbital energy (spin up / spin down)	-5.5 / -5.5	eV
strongest force on any atom	2.07	eV Å⁻¹

Cartesian coordinates (Å):
Fe 0.5030 -0.0259 0.0968
O 6.4763 -0.2978 -0.5538
C 5.2033 -0.1811 -0.2005
C 4.6051 1.0925 -0.1128
C 3.2143 1.1023 0.0244
N 2.5422 -0.0738 0.1830
C 3.1187 -1.3095 0.2125
C 4.5045 -1.3698 0.0118
C 2.1327 -2.5075 0.4653
O 2.5386 -3.6578 0.4283
O 0.9255 -2.0926 0.6459
C 2.2844 2.3387 0.0546
O 2.6806 3.4690 -0.1129
O 1.0551 2.0129 0.2763
H 6.8695 0.5735 -0.6091
H 5.1661 1.9991 -0.2023
H 5.0144 -2.3045 -0.0581
O -5.4086 -0.6676 -3.6567
C -5.2989 -0.7674 -2.4159
O -6.1634 -0.7469 -1.5309
C -3.8058 -0.9078 -1.8797
C -3.5181 -1.4576 -0.6262
C -2.2304 -1.4468 -0.0882
N -1.2327 -0.8771 -0.7199
C -1.4346 -0.5356 -1.9921
C -2.6870 -0.5399 -2.6213
C -0.1703 -0.0642 -2.5998
O -0.0036 0.0394 -3.7876
O 0.7309 0.2110 -1.7359
H -4.2985 -1.9291 -0.0682
H -2.0824 -1.9337 0.8729
H -2.7991 -0.2443 -3.6681
N -2.8903 2.6331 1.1199
C -3.2202 1.8031 2.2067
C -2.2641 0.8514 2.2202
N -1.3577 1.0499 1.2255
C -1.7644 2.1297 0.5801
H -3.3125 3.4819 0.7869
H -4.0750 1.9492 2.8042
H -2.1931 -0.0035 2.8830
H -1.2445 2.5572 -0.2424
N 0.8954 -0.6972 2.9113
H 0.7438 -1.6586 2.6945
H 0.3685 -0.4387 3.7531
H 1.8824 -0.5575 3.0253



DFT (ωB97M-V/def2-TZVPD) results for a structure of composition C50H43NO2P2ReSSeSi.

Properties
energy above the lowest of the compared OMol25 structures with the same formula, charge and spin	221.05	kJ/mol
total charge	0
2S+1	2
<S²>	0.756
orbital gap (spin up / spin down)	6.123 / 5.787	eV
highest occupied orbital energy (spin up / spin down)	-6.4 / -6.2	eV
strongest force on any atom	2.09	eV Å⁻¹

Cartesian coordinates (Å):
Re 0.2863 0.0290 0.0733
C 1.1533 -3.7316 -0.2278
Si -0.1578 -2.3640 0.0872
C -0.8517 -2.7313 1.8475
C -1.5199 -3.9026 2.1743
C -2.0040 -4.1223 3.4514
C -1.8021 -3.1695 4.4366
C -1.1290 -1.9981 4.1396
C -0.6728 -1.7702 2.8459
P 0.2489 -0.2471 2.4223
C 1.8029 -0.5523 3.3307
C 2.8217 -1.2053 2.6441
C 4.0388 -1.4352 3.2581
C 4.2475 -1.0228 4.5650
C 3.2145 -0.4273 5.2681
C 1.9911 -0.2065 4.6646
C -0.5374 1.0689 3.3976
C 0.1884 2.1748 3.8360
C -0.4461 3.1918 4.5240
C -1.8136 3.1442 4.7418
C -2.5430 2.0671 4.2676
C -1.9100 1.0323 3.6075
C -1.6631 -2.5768 -1.0887
C -1.9679 -3.7432 -1.7773
C -3.0064 -3.7895 -2.6926
C -3.7811 -2.6654 -2.9166
C -3.5249 -1.5042 -2.2104
C -2.4624 -1.4506 -1.3186
P -2.0914 0.0816 -0.3898
C -2.6237 1.4932 -1.4097
C -3.9466 1.7675 -1.7553
C -4.2296 2.8506 -2.5660
C -3.2160 3.6820 -3.0161
C -1.9072 3.4386 -2.6443
C -1.6220 2.3480 -1.8494
C -3.4623 0.0062 0.8137
C -3.9571 -1.2152 1.2615
C -5.0331 -1.2516 2.1300
C -5.6243 -0.0743 2.5596
C -5.1223 1.1450 2.1333
C -4.0382 1.1868 1.2765
H 0.7060 -4.7146 -0.1394
H 1.5980 -3.6465 -1.2118
H 1.9448 -3.6652 0.5098
H -1.6658 -4.6487 1.4087
H -2.5241 -5.0400 3.6846
H -2.1712 -3.3409 5.4366
H -0.9632 -1.2609 4.9141
H 2.6288 -1.5125 1.6222
H 4.8313 -1.9353 2.7218
H 5.2105 -1.1607 5.0346
H 3.3612 -0.1216 6.2924
H 1.1888 0.2449 5.2300
H 1.2469 2.2324 3.6270
H 0.1240 4.0343 4.8864
H -2.3134 3.9522 5.2575
H -3.6121 2.0338 4.4025
H -2.4776 0.1918 3.2410
H -1.3756 -4.6292 -1.6047
H -3.2090 -4.6967 -3.2429
H -4.5750 -2.6833 -3.6493
H -4.1367 -0.6316 -2.3891
H -4.7599 1.1542 -1.3910
H -5.2552 3.0426 -2.8462
H -3.4564 4.5225 -3.6486
H -1.1036 4.0847 -2.9636
H -0.5986 2.1481 -1.5688
H -3.4990 -2.1350 0.9282
H -5.4203 -2.2045 2.4600
H -6.4759 -0.1069 3.2238
H -5.5807 2.0664 2.4634
H -3.6315 2.1378 0.9617
O 2.4408 -0.0088 -0.3456
N 3.3505 0.7447 0.2378
C 4.6472 0.3664 0.1474
C 5.6446 1.1085 0.7028
C 5.3260 2.3151 1.3584
C 4.0032 2.7072 1.4216
C 3.0081 1.9260 0.8656
S 1.3396 2.4745 0.7144
H 4.8058 -0.5421 -0.4166
H 6.6683 0.7789 0.6252
H 6.1045 2.9343 1.7671
H 3.7292 3.6442 1.8812
C 1.9855 0.3779 -3.3725
C 0.5087 0.1278 -3.2873
O -0.0530 -0.0579 -2.1748
C -0.2551 0.0736 -4.5131
C -1.6530 -0.0656 -4.4686
C -2.3952 -0.1995 -5.6178
C -1.7707 -0.1766 -6.8582
C -0.3921 -0.0178 -6.9252
C 0.3582 0.1132 -5.7787
H 2.3936 0.4171 -2.3659
H 2.1868 1.3180 -3.8852
H 2.4863 -0.4291 -3.9073
H -2.1313 -0.0723 -3.5044
H -3.4675 -0.3272 -5.5551
H -2.3488 -0.2829 -7.7639
H 0.0982 -0.0034 -7.8886
H 1.4269 0.2299 -5.8611
Se 1.5185 3.7566 -1.0546



DFT (ωB97M-V/def2-TZVPD) results for a cluster of 2 separate species, C4H14N2O in total.

Properties
energy above the lowest of the compared OMol25 structures with the same formula, charge and spin	143.36	kJ/mol
SMILES	CN(C)CCN.O
total charge	0
2S+1	1
orbital gap	9.660	eV
highest occupied orbital energy	-8.8	eV
strongest force on any atom	1.78	eV Å⁻¹

Cartesian coordinates (Å):
C 0.6159 0.8022 -2.0296
N 0.1001 0.6344 -0.6587
C -0.6085 1.8097 -0.1728
C -0.7042 -0.5542 -0.5887
C -1.4329 -0.8550 0.7399
N -0.6231 -0.9175 1.9531
H 1.2909 1.6570 -2.0426
H -0.1828 1.1063 -2.7259
H 1.0431 -0.1556 -2.2949
H -0.4119 1.9433 0.8973
H -0.1724 2.6966 -0.6362
H -1.6929 1.7164 -0.3150
H -0.0902 -1.4552 -0.6908
H -1.4604 -0.6342 -1.3950
H -1.8591 -1.8577 0.6413
H -2.2915 -0.2142 0.9441
H 0.0286 -1.6890 1.8809
H -0.0681 -0.0762 2.0308
O 2.2030 -0.9241 0.6493
H 2.8894 -0.8119 1.3129
H 1.9570 -0.0337 0.3508



DFT (ωB97M-V/def2-TZVPD) results for a cluster of 2 separate species, C4H5Cl2N2O in total.

Properties
energy above the lowest of the compared OMol25 structures with the same formula, charge and spin	23.73	kJ/mol
total charge	+1
2S+1	1
orbital gap	10.034	eV
highest occupied orbital energy	-14.5	eV
strongest force on any atom	2.94	eV Å⁻¹

Cartesian coordinates (Å):
C 0.1882 -0.0859 1.8563
C 0.4971 -0.8905 -1.6281
C -0.0088 -0.4057 -0.3126
C -1.2387 -0.0740 0.1576
N -1.1063 0.2076 1.5093
N 0.8260 -0.4433 0.7483
O 1.6408 -1.2874 -1.7358
Cl 1.3303 1.9334 -1.3768
Cl -2.8217 -0.0227 -0.5371
H 0.7419 0.0494 2.8479
H -0.1208 -0.7812 -2.5885
H 0.0595 1.9204 -1.3683
H -1.8171 0.5793 2.1077
H 1.8297 -0.6993 0.3201



What is the total charge in the fourth record?
0



Which of these has the highest total charge?
C4H5Cl2N2O